{
  "formula": "C14H28O14S3",
  "method": "ωB97M-V/def2-TZVPD",
  "species": ["C", "C", "C", "O", "C", "H", "H", "H", "H", "H", "H", "H", "H", "C", "C", "C", "O", "C", "H", "H", "H", "H", "H", "H", "H", "H", "C", "C", "O", "S", "O", "O", "O", "H", "H", "H", "H", "C", "C", "O", "S", "O", "O", "O", "H", "H", "H", "H", "C", "C", "O", "S", "O", "O", "O", "H", "H", "H", "H"],
  "xyz": [[-23.240, 0.111, -7.781], [-23.791, 1.296, -6.985], [-25.222, 1.419, -7.519], [-25.146, 1.010, -8.862], [-24.259, -0.106, -8.920], [-23.103, -0.808, -7.212], [-22.262, 0.315, -8.218], [-23.251, 2.214, -7.203], [-23.780, 1.095, -5.914], [-25.550, 2.460, -7.525], [-25.957, 0.829, -6.956], [-23.838, -0.192, -9.919], [-24.865, -1.011, -8.766], [-16.944, -8.738, -9.830], [-17.552, -7.345, -9.690], [-19.025, -7.672, -9.451], [-19.009, -8.845, -8.645], [-17.826, -9.592, -8.895], [-15.916, -8.742, -9.463], [-16.919, -9.105, -10.855], [-17.359, -6.736, -10.572], [-17.159, -6.818, -8.819], [-19.457, -7.895, -10.436], [-19.612, -6.890, -8.978], [-18.114, -10.520, -9.404], [-17.315, -9.824, -7.962], [-26.275, -4.524, -5.356], [-27.299, -5.597, -4.984], [-28.025, -5.885, -6.201], [-26.969, -5.773, -7.361], [-27.597, -5.460, -8.573], [-26.059, -6.854, -7.303], [-26.294, -4.454, -6.782], [-25.273, -4.798, -5.023], [-26.481, -3.545, -4.930], [-28.016, -5.365, -4.202], [-26.848, -6.540, -4.666], [-23.651, -5.066, -10.529], [-23.756, -4.090, -9.352], [-22.524, -3.408, -9.240], [-21.497, -3.732, -10.411], [-20.396, -4.412, -9.850], [-21.289, -2.581, -11.202], [-22.442, -4.698, -11.230], [-24.463, -4.875, -11.227], [-23.567, -6.115, -10.270], [-24.008, -4.693, -8.474], [-24.554, -3.349, -9.391], [-21.077, -10.509, -12.579], [-20.964, -10.355, -11.065], [-21.884, -9.335, -10.680], [-22.295, -8.432, -11.912], [-21.367, -7.386, -12.085], [-23.667, -8.112, -11.834], [-22.086, -9.567, -12.983], [-21.489, -11.469, -12.879], [-20.141, -10.301, -13.092], [-19.976, -10.017, -10.741], [-21.143, -11.255, -10.481]],
  "lowdin_charge": [-0.157, -0.156, -0.225, -0.141, -0.189, 0.102, 0.108, 0.109, 0.106, 0.119, 0.117, 0.121, 0.103, -0.163, -0.155, -0.198, -0.148, -0.204, 0.106, 0.105, 0.115, 0.116, 0.094, 0.116, 0.103, 0.115, -0.151, -0.147, -0.177, 0.545, -0.192, -0.209, -0.197, 0.132, 0.131, 0.133, 0.128, -0.115, -0.164, -0.184, 0.570, -0.216, -0.216, -0.195, 0.140, 0.113, 0.119, 0.119, -0.126, -0.148, -0.176, 0.558, -0.203, -0.205, -0.182, 0.131, 0.132, 0.099, 0.138],
  "energy_ha": -2798.04572,
  "molar_mass_g_mol": 516.6,
  "orbital_gap_ha": 0.363,
  "largest_force_ha_per_bohr": 0.027,
  "e_above_lowest_kj_mol": 0.0
}